C48H128F6N11O17S2Ti as an isolated structure, computed with ωB97M-V/def2-TZVPD.

Computed properties:
⟨S²⟩ = 3.75
ΔE to the lowest compared entry with this formula, charge and spin = 0.0 kcal per mole
E_LUMO (alpha / beta) = -0.095 / -0.157 eV
calculated total energy = -164128.12168 eV

The geometry in ORCA input format:
```
! RIJCOSX wB97M-V def2-TZVPD def2/J DEFGRID3
* xyz 0 4
Ti 10.4908 -7.5805 5.1134
C 14.3747 -8.0421 7.3170
F 14.6888 -6.9174 6.6933
F 14.6806 -9.0599 6.6780
F 14.9971 -8.0872 8.5131
S 12.4744 -7.9801 7.7050
O 12.3172 -8.6266 9.0226
O 12.0280 -6.6037 7.5873
N 11.8357 -8.9529 6.4040
S 11.4951 -10.3308 7.0415
O 12.6297 -11.0549 7.5951
O 10.2624 -10.3809 7.8207
C 10.9578 -11.2151 5.3905
F 9.9038 -10.5743 4.9167
F 11.9300 -11.2186 4.4803
F 10.6076 -12.4764 5.6655
C 13.1611 -8.4351 1.3734
C 13.4749 -8.7021 2.8227
C 14.5588 -7.7191 3.2527
O 15.8537 -8.0159 2.6605
C 16.9222 -7.1168 3.1231
N 12.2418 -8.4712 3.6119
H 14.0251 -8.6676 0.7509
H 12.9771 -7.3794 1.1740
H 12.3063 -9.0369 1.0647
H 13.8622 -9.7095 2.9750
H 14.7733 -7.8583 4.3123
H 14.3076 -6.6717 3.0854
H 16.6165 -6.0789 3.2551
H 17.8159 -7.1512 2.5000
H 17.2110 -7.4675 4.1140
H 11.6653 -9.2544 3.3392
H 12.3272 -8.6975 4.5925
C 6.0694 -8.4592 5.6742
C 7.5494 -8.3940 5.2423
C 7.7525 -8.2440 3.7303
O 9.1297 -8.3779 3.4122
C 9.3328 -8.2854 2.0475
N 8.1640 -7.3666 5.9766
H 5.7896 -8.4445 6.7276
H 5.5635 -9.3025 5.2041
H 5.5360 -7.5408 5.4293
H 7.9905 -9.3684 5.4526
H 7.4503 -7.2543 3.3881
H 7.2371 -9.0170 3.1603
H 10.3732 -8.4415 1.7626
H 9.1265 -7.2557 1.7556
H 8.7601 -8.9472 1.3978
H 7.6907 -7.2829 6.8649
H 7.9168 -6.4815 5.5577
C 10.0190 -4.4996 9.9753
C 9.8029 -3.8901 8.6252
C 11.0020 -3.0695 8.1226
O 11.1230 -1.8903 8.9616
C 12.4096 -1.3618 8.9655
N 9.7852 -5.0455 7.7079
H 10.5063 -3.7945 10.6487
H 10.7630 -5.2900 9.8759
H 9.1533 -4.8952 10.5065
H 8.8782 -3.3190 8.5424
H 10.9697 -2.6522 7.1161
H 11.9082 -3.6741 8.1594
H 12.3542 -0.5496 9.6905
H 12.7270 -0.9151 8.0233
H 13.0276 -2.1521 9.3916
H 9.1709 -5.6718 8.2084
H 10.7036 -5.4584 7.7865
C 10.1958 -12.1762 1.8944
C 8.7101 -12.6167 1.6848
C 8.3425 -14.0867 1.4262
O 9.2363 -14.7268 0.4433
C 9.2274 -14.2610 -0.9224
N 7.9041 -12.0488 2.7611
H 10.2586 -11.1066 2.0947
H 10.8620 -12.4466 1.0751
H 10.5348 -12.7811 2.7353
H 8.3648 -12.1270 0.7742
H 7.2932 -14.2501 1.1806
H 8.5425 -14.6929 2.3097
H 8.9355 -13.2118 -0.9687
H 8.4299 -14.6768 -1.5381
H 10.2689 -14.3989 -1.2128
H 8.0801 -11.0586 2.8535
H 6.9456 -12.0525 2.4428
C 6.0564 -4.2544 9.5131
C 5.6224 -5.7205 9.6471
C 6.6988 -6.8214 10.0153
O 7.8646 -6.7234 9.1914
C 8.6935 -7.9280 9.1595
N 4.5287 -5.7985 10.6014
H 6.7427 -4.1614 8.6714
H 6.5750 -3.9335 10.4165
H 5.2087 -3.5827 9.3782
H 5.2475 -5.9320 8.6457
H 6.2978 -7.8200 9.8423
H 7.0902 -6.8155 11.0326
H 9.0856 -8.2617 10.1203
H 9.6233 -7.7566 8.6171
H 8.1423 -8.7905 8.7848
H 4.9468 -5.7057 11.5161
H 4.1854 -6.7480 10.5737
C 15.8604 -6.8112 15.9842
C 14.5781 -7.0436 15.0769
C 14.8374 -7.7348 13.7724
O 15.5570 -6.9360 12.8582
C 16.0906 -7.8537 11.8355
N 13.6122 -7.7786 15.9500
H 16.3771 -7.7394 16.2285
H 15.4760 -6.2738 16.8511
H 16.6231 -6.2141 15.4843
H 14.1319 -6.0669 14.8895
H 13.8960 -8.0094 13.2966
H 15.2454 -8.7318 13.9386
H 17.0945 -8.1787 12.1088
H 16.2705 -7.1925 10.9878
H 15.5343 -8.7217 11.4816
H 12.8664 -8.1773 15.3978
H 14.0229 -8.6255 16.3163
C 15.5075 -11.7452 3.8819
C 15.5924 -12.5670 2.5914
C 14.5822 -12.0342 1.4899
O 14.6464 -12.6703 0.2255
C 14.2731 -14.0266 0.2479
N 16.9471 -12.5179 2.0312
H 15.8664 -12.3095 4.7426
H 14.5039 -11.4479 4.1861
H 16.1368 -10.8628 3.7663
H 15.2714 -13.5921 2.7764
H 14.8078 -10.9688 1.4427
H 13.5726 -12.1169 1.8924
H 13.2402 -14.2548 0.5107
H 14.9785 -14.6383 0.8104
H 14.3494 -14.2210 -0.8219
H 17.2853 -13.4321 2.2957
H 16.8966 -12.4668 1.0238
C 7.1737 -10.9545 10.1763
C 6.9116 -11.7833 8.9518
C 5.4052 -12.1559 8.7277
O 5.0143 -13.0090 9.8176
C 3.6087 -13.1607 9.9931
N 7.4290 -11.0290 7.8110
H 6.7210 -9.9633 10.2006
H 8.2371 -10.8455 10.3892
H 6.6913 -11.5307 10.9659
H 7.3946 -12.7145 9.2482
H 5.1368 -12.5920 7.7655
H 4.8733 -11.2058 8.7788
H 3.1825 -13.7123 9.1551
H 3.1623 -12.1700 10.0784
H 3.3970 -13.7399 10.8919
H 8.4086 -10.8667 7.9955
H 7.3454 -11.6217 6.9974
C 13.9955 -11.1333 12.8577
C 12.7764 -11.3135 11.8549
C 11.5157 -11.9897 12.4665
O 10.5741 -12.3797 11.4638
C 10.8314 -13.3355 10.4580
N 12.4275 -9.9312 11.5728
H 13.7481 -10.3376 13.5604
H 14.7480 -10.6198 12.2591
H 14.4197 -12.0485 13.2708
H 13.1939 -11.8608 11.0098
H 11.0278 -11.2554 13.1075
H 11.8108 -12.8306 13.0941
H 9.9348 -13.5497 9.8763
H 11.0807 -14.2994 10.9017
H 11.6446 -12.9711 9.8303
H 13.2242 -9.5727 11.0661
H 11.7098 -9.8035 10.8737
C 15.7071 0.5189 8.0825
C 16.4681 -0.7778 8.4515
C 16.4566 -1.8365 7.3574
O 15.2136 -2.5044 7.2696
C 15.1871 -3.6555 6.4252
N 17.7789 -0.3498 8.8827
H 16.1723 1.0316 7.2406
H 15.6490 1.1910 8.9386
H 14.6795 0.2785 7.8101
H 15.9248 -1.3728 9.1855
H 17.3054 -2.5074 7.4897
H 16.7562 -1.4180 6.3966
H 15.4470 -3.5169 5.3758
H 14.1913 -4.0827 6.5438
H 15.8450 -4.4491 6.7794
H 18.0599 0.3391 8.1996
H 17.6139 0.2300 9.6931
C 13.0430 -14.7993 3.9860
C 12.2622 -15.8309 3.2041
O 12.4508 -17.0130 3.9724
H 14.0979 -15.0694 3.9378
H 12.7222 -14.7418 5.0261
H 12.9310 -13.7835 3.6068
H 12.6764 -15.9617 2.2044
H 11.2206 -15.5296 3.3153
H 12.5068 -17.7740 3.3899
C 15.3435 -14.4830 7.7548
C 13.9685 -14.1800 8.4400
O 13.3261 -15.3724 8.9520
H 15.0346 -14.9501 6.8197
H 15.9839 -15.1107 8.3744
H 15.9209 -13.5698 7.6109
H 13.2615 -13.7259 7.7456
H 14.2063 -13.4327 9.1970
H 13.0538 -15.9508 8.2358
C 16.6674 -10.7996 8.7392
C 17.3984 -11.8335 9.7223
O 17.7551 -11.1416 10.8379
H 16.4043 -11.2467 7.7805
H 17.3362 -9.9565 8.5664
H 15.7633 -10.4077 9.2052
H 18.2272 -12.1437 9.0858
H 16.8090 -12.6811 10.0718
H 18.3661 -10.4174 10.6833
*
```

Mulliken population analysis, charges in e, atoms 1 to 99:
1 Ti 0.294
2 C 0.103
3 F -0.111
4 F -0.025
5 F -0.043
6 S -0.095
7 O 0.049
8 O -0.860
9 N -0.285
10 S -0.048
11 O -0.037
12 O -0.434
13 C -0.528
14 F 0.156
15 F 0.200
16 F -0.138
17 C -1.814
18 C 2.516
19 C -0.381
20 O -0.401
21 C -0.840
22 N 0.605
23 H 0.502
24 H 0.312
25 H 0.448
26 H -1.327
27 H -0.070
28 H 0.414
29 H 0.321
30 H 0.290
31 H 0.295
32 H -0.696
33 H 0.478
34 C -1.800
35 C 1.793
36 C -1.260
37 O 0.387
38 C -0.625
39 N 0.554
40 H 0.270
41 H 0.422
42 H 0.438
43 H -0.781
44 H 0.431
45 H 0.492
46 H 0.016
47 H 0.273
48 H 0.270
49 H -0.637
50 H 0.296
51 C -0.957
52 C 0.727
53 C -0.786
54 O -0.402
55 C -0.852
56 N -0.249
57 H 0.507
58 H 0.103
59 H -0.011
60 H 0.340
61 H 0.482
62 H 0.058
63 H 0.317
64 H 0.356
65 H 0.379
66 H 0.284
67 H 0.288
68 C -0.343
69 C 0.511
70 C -0.967
71 O -0.308
72 C -0.702
73 N -0.572
74 H -0.179
75 H 0.579
76 H -0.140
77 H 0.192
78 H 0.391
79 H 0.290
80 H 0.299
81 H 0.298
82 H 0.235
83 H -0.129
84 H 0.343
85 C -1.326
86 C 0.704
87 C -0.545
88 O -0.153
89 C -0.106
90 N -0.765
91 H 0.175
92 H 0.320
93 H 0.403
94 H 0.125
95 H -0.130
96 H 0.404
97 H 0.778
98 H -0.164
99 H -0.379